Computed, not measured: a cluster of 2 separate species, C2H2ClO3 in total in a non-equilibrium geometry, with wB97M-V/def2-TZVPD.

```
8
Properties=species:S:1:pos:R:3:forces:R:3:mulliken_charge:R:1
C -1.245 -1.283 0.217 0.2 0.6 -0.1 0.54
C -0.850 0.161 -0.151 3.2 0.3 0.5 0.21
O -0.881 -1.783 1.256 0.7 -0.6 1.5 -0.67
O -2.008 -1.675 -0.666 -0.7 -0.3 -1.1 -0.66
O 0.956 0.906 0.317 -1.1 -1.4 2.1 -0.73
Cl -1.940 1.288 0.448 -0.7 1.0 0.5 -0.14
H -0.607 0.314 -1.183 0.1 0.1 -0.2 0.20
H 1.319 0.718 1.292 -1.8 0.2 -3.1 0.25
```
Forces are in eV/Å.

Results
- LUMO level (hartree) = 0.1339
- HOMO level (eV) = -4.96
- charge = -1
- total energy (eV) = -20770.76627
- orbital gap (eV) = 8.60

---

Computed, not measured: a cluster of 2 separate species, C2H2ClO3P in total in a non-equilibrium geometry, with wB97M-V/def2-TZVPD.

```
9
Properties=species:S:1:pos:R:3:forces:R:3:mulliken_charge:R:1
C 1.953 0.938 -0.409 -1.1 -2.8 1.7 -0.46
C -0.132 0.563 0.059 2.5 -0.6 -1.0 -0.05
O -0.756 -2.335 0.213 0.9 1.4 0.5 -0.80
O -0.801 -0.020 -1.084 -0.4 -0.4 1.1 -0.42
O -2.592 -0.788 0.803 -0.6 1.2 0.7 -0.71
P -1.178 -0.875 0.359 0.2 -2.3 -2.6 0.77
Cl -1.034 2.073 0.502 0.2 0.8 0.3 -0.34
H 2.145 -0.046 -1.109 -0.8 1.7 1.5 0.01
H 2.395 0.489 0.666 -0.9 0.9 -2.2 -0.01
```
Forces are in eV/Å.

Results
- LUMO level (hartree) = 0.2316
- HOMO level (eV) = 0.53
- charge = -2
- total energy (eV) = -30056.24337
- orbital gap (eV) = 5.77